{"formula": "C4H12NO", "method": "ωB97M-V/def2-TZVPD", "symbols": ["C", "C", "C", "C", "N", "H", "H", "H", "H", "H", "H", "H", "H", "H", "H", "H", "H", "O"], "positions_angstrom": [[2.218000, 0.811581, 0.607855], [1.369964, -0.295420, 0.059100], [-0.037820, -0.077634, 0.651583], [-1.681992, -1.982953, 0.249305], [-1.176795, -0.801538, 0.083369], [2.439316, 1.744716, 0.084961], [3.227022, 0.481627, 0.893027], [1.773380, 1.245839, 1.514514], [1.734544, -1.231607, 0.439701], [1.394037, -0.365545, -1.038356], [-0.346345, 0.988871, 0.528131], [0.003332, -0.188287, 1.747405], [-1.625180, -2.399487, 1.251480], [-1.833488, -2.565125, -0.652492], [-1.679982, -0.181125, -0.576455], [-2.394863, 1.932390, -1.403577], [-1.571159, 1.616245, -2.659722], [-1.811972, 1.267453, -1.779831]], "atomic_forces_ev_per_a": [[1.36, 1.40, 1.39], [-0.87, -0.22, -0.76], [-0.98, 2.00, 1.79], [2.18, 0.79, 0.73], [-0.99, -0.12, -0.81], [-0.56, -0.43, -1.03], [-0.39, -0.24, -0.01], [0.11, -0.49, 0.17], [0.19, -0.56, 0.09], [-0.25, 0.16, 0.31], [0.49, -0.72, -0.11], [0.04, -0.42, -0.34], [0.58, -0.63, -0.26], [-1.84, 0.17, 0.06], [1.08, -0.71, -1.40], [-0.13, 0.19, -0.05], [-0.11, -0.36, 0.55], [0.10, 0.17, -0.33]], "lowdin_charge": [-0.1114, -0.2098, -0.1670, 0.2082, 0.0310, 0.0871, 0.0915, 0.0801, 0.1063, 0.1248, 0.1340, 0.1418, 0.1222, 0.1320, 0.1194, 0.0658, 0.0865, -0.0423], "e_tot_ev": -7871.8604, "relative_energy_kj_mol": 234.5, "charge": 1, "gap_ev": 9.74}

***

{"formula": "C4H12NO", "method": "ωB97M-V/def2-TZVPD", "symbols": ["C", "O", "C", "C", "H", "H", "H", "H", "H", "H", "H", "H", "C", "N", "H", "H", "H", "H"], "positions_angstrom": [[0.246696, -0.051977, -0.772000], [0.071705, 0.538062, -2.043922], [1.353749, -1.107894, -0.573658], [1.030538, -1.830101, 0.770988], [0.420249, 0.729010, -0.033995], [-0.737277, -0.488467, -0.551636], [0.348704, -0.085552, -2.727271], [1.323490, -1.778952, -1.432519], [2.334095, -0.602901, -0.577353], [0.037981, -2.278399, 0.702264], [1.769686, -2.669721, 0.961463], [1.040905, -1.102926, 1.635367], [-1.599769, 2.097364, 0.224872], [-1.509398, 1.517709, 1.381653], [-1.483937, 1.438335, -0.637978], [-1.656533, 3.152999, 0.142176], [-1.619529, 1.999628, 2.276241], [-1.371360, 0.523786, 1.255306]], "atomic_forces_ev_per_a": [[0.12, -0.64, -0.04], [0.59, 0.27, -0.02], [-0.74, 0.60, 0.36], [1.20, -0.16, -0.10], [0.30, 0.26, -0.17], [-0.02, -0.53, 0.45], [-0.08, 0.12, 0.06], [0.06, -0.30, 0.16], [-0.35, -0.29, 0.12], [0.03, -0.05, 0.08], [-0.88, 1.15, -0.03], [0.14, -0.79, -0.82], [0.60, -1.21, 1.38], [-0.58, 0.98, -2.19], [-0.24, 0.53, -0.07], [-0.38, 0.85, -0.05], [0.19, -0.35, -0.21], [0.02, -0.45, 1.10]], "lowdin_charge": [-0.3441, -0.0578, -0.2071, -0.1029, 0.0926, 0.1061, 0.1049, 0.1125, 0.1227, 0.0647, 0.0983, 0.0835, 0.1947, 0.2113, 0.0976, 0.1247, 0.1725, 0.1258], "e_tot_ev": -7871.9315, "relative_energy_kj_mol": 227.7, "charge": 1, "gap_ev": 8.61}